Record 1
{"formula": "C3H11NOS", "method": "ωB97M-V/def2-TZVPD", "elements": ["C", "N", "C", "C", "S", "H", "H", "H", "H", "H", "H", "H", "H", "H", "O", "H", "H"], "coordinates": [[1.285, 1.454, -1.347], [0.874, 0.183, -0.799], [-0.553, -0.084, -0.751], [-1.119, -0.733, 0.516], [-2.780, -1.409, 0.071], [0.829, 2.273, -0.775], [0.950, 1.688, -2.377], [2.366, 1.573, -1.311], [1.419, -0.514, -1.272], [-1.109, 0.835, -0.961], [-0.654, -0.826, -1.564], [-0.418, -1.520, 0.806], [-1.332, -0.081, 1.362], [-2.464, -1.784, -1.187], [1.258, -0.327, 3.183], [0.685, -0.486, 2.418], [0.764, -0.244, 3.988]], "homo_energy_ha": -0.328, "orbital_gap_ev": 9.82}



Record 2
{"formula": "C26H45As3N3PtS", "method": "ωB97M-V/def2-TZVPD", "elements": ["Pt", "C", "As", "C", "C", "C", "C", "C", "As", "C", "C", "C", "As", "C", "C", "H", "H", "H", "H", "H", "H", "H", "H", "H", "H", "H", "H", "H", "H", "H", "H", "H", "H", "H", "H", "H", "H", "H", "H", "H", "H", "H", "C", "C", "C", "C", "C", "C", "N", "C", "C", "C", "C", "C", "C", "H", "H", "H", "H", "H", "H", "H", "H", "H", "H", "C", "N", "C", "S", "N", "C", "H", "H", "H", "H", "H", "H", "H", "H"], "coordinates": [[0.769, 0.106, 0.423], [-1.318, -1.960, 2.364], [-0.723, -0.133, 2.290], [-2.357, 0.879, 2.295], [0.173, 0.059, 3.982], [0.754, 1.419, 4.390], [1.478, 1.167, 5.727], [1.816, 1.903, 3.399], [1.412, 2.085, 1.517], [3.112, 2.553, 0.768], [0.333, 3.640, 1.222], [-0.362, 2.472, 4.557], [0.104, 4.083, 5.654], [-1.687, 4.319, 6.389], [-0.042, 5.473, 4.281], [-2.022, -2.001, 3.194], [-0.468, -2.612, 2.547], [-1.819, -2.251, 1.443], [-2.809, 0.712, 3.273], [-3.013, 0.494, 1.517], [-2.186, 1.938, 2.141], [0.956, -0.705, 3.944], [-0.548, -0.267, 4.736], [2.145, 0.306, 5.646], [0.753, 0.966, 6.517], [2.065, 2.029, 6.035], [2.699, 1.258, 3.419], [2.138, 2.911, 3.683], [3.474, 3.395, 1.359], [2.992, 2.851, -0.272], [3.808, 1.722, 0.841], [0.691, 4.388, 1.928], [-0.723, 3.448, 1.385], [0.489, 3.980, 0.201], [-1.199, 2.016, 5.091], [-0.743, 2.802, 3.587], [-1.867, 3.562, 7.150], [-2.463, 4.265, 5.626], [-1.727, 5.299, 6.862], [0.873, 5.529, 3.691], [-0.137, 6.419, 4.813], [-0.911, 5.358, 3.631], [0.800, 4.047, -3.039], [-0.256, 3.516, -2.305], [-0.193, 2.212, -1.847], [0.924, 1.418, -2.167], [1.991, 1.964, -2.916], [1.931, 3.275, -3.328], [0.964, 0.087, -1.730], [1.296, -0.870, -2.622], [1.197, -0.660, -4.036], [1.514, -1.676, -4.899], [1.918, -2.917, -4.395], [1.979, -3.156, -3.012], [1.663, -2.159, -2.134], [0.743, 5.066, -3.401], [-1.138, 4.113, -2.113], [-1.038, 1.755, -1.350], [2.869, 1.361, -3.116], [2.754, 3.706, -3.882], [0.799, 0.269, -4.417], [1.417, -1.532, -5.966], [2.159, -3.717, -5.085], [2.268, -4.134, -2.650], [1.696, -2.313, -1.063], [5.639, -2.343, -0.519], [4.442, -1.751, 0.078], [3.504, -2.436, 0.725], [2.193, -1.601, 1.527], [3.612, -3.752, 0.800], [2.690, -4.679, 1.469], [6.246, -1.546, -0.936], [5.375, -3.031, -1.323], [6.234, -2.863, 0.234], [4.348, -0.751, 0.090], [4.463, -4.163, 0.442], [1.701, -4.237, 1.518], [3.039, -4.906, 2.474], [2.647, -5.597, 0.889]], "homo_energy_ha": [-0.553, -0.553], "orbital_gap_ev": [3.58, 3.58], "charge": 3}



Record 3
{"formula": "C16H37NRuSi4Te", "method": "ωB97M-V/def2-TZVPD", "elements": ["C", "C", "C", "C", "C", "Ru", "N", "C", "C", "H", "H", "H", "H", "H", "H", "H", "H", "H", "H", "C", "Si", "C", "C", "Si", "Te", "Si", "C", "C", "C", "Si", "C", "C", "C", "H", "H", "H", "H", "H", "H", "H", "H", "H", "H", "H", "H", "H", "H", "H", "H", "H", "H", "H", "H", "H", "H", "H", "H", "H", "H", "H"], "coordinates": [[-0.492, 1.734, -5.257], [-1.691, 1.770, -4.438], [-1.756, 0.513, -3.711], [-0.631, -0.274, -4.069], [0.159, 0.455, -5.005], [-0.134, 2.260, -3.062], [1.847, 1.752, -3.356], [-0.761, 3.772, -1.963], [-1.795, 2.788, -2.021], [-2.586, 0.186, -3.094], [-2.519, 2.472, -4.606], [-0.409, -1.284, -3.709], [1.091, 0.111, -5.479], [-0.271, 2.433, -6.078], [-2.650, 3.007, -2.634], [-0.224, 3.937, -1.006], [2.538, 2.590, -3.186], [-2.071, 2.224, -1.145], [-0.785, 4.639, -2.636], [3.844, -0.785, 1.399], [2.289, -0.029, 2.144], [2.055, -0.685, 3.893], [2.445, 1.844, 2.180], [0.446, -0.570, 0.775], [1.316, 0.402, -1.451], [0.151, -2.922, 0.831], [-0.123, -3.523, 2.595], [-1.336, -3.354, -0.230], [1.694, -3.728, 0.118], [-1.491, 0.471, 1.601], [-1.788, -0.101, 3.368], [-1.240, 2.332, 1.567], [-2.906, -0.014, 0.464], [4.711, -0.417, 1.973], [3.982, -0.492, 0.348], [3.845, -1.884, 1.450], [2.905, -0.324, 4.495], [1.132, -0.325, 4.369], [2.059, -1.782, 3.939], [2.440, 2.279, 1.169], [1.643, 2.322, 2.763], [3.408, 2.098, 2.656], [-1.011, -3.079, 3.067], [-0.280, -4.614, 2.553], [0.740, -3.339, 3.250], [-1.297, -2.854, -1.212], [-1.335, -4.444, -0.408], [-2.291, -3.091, 0.250], [1.947, -3.308, -0.867], [2.572, -3.621, 0.771], [1.495, -4.804, -0.013], [-0.972, 0.184, 4.047], [-2.705, 0.396, 3.725], [-1.942, -1.185, 3.454], [-0.887, 2.701, 0.595], [-2.207, 2.813, 1.785], [-0.525, 2.659, 2.335], [-2.670, 0.170, -0.594], [-3.180, -1.073, 0.573], [-3.790, 0.590, 0.726]], "s_squared": 8.80, "homo_energy_ha": [-0.092, -0.125], "spin_multiplicity": 6, "orbital_gap_ev": [5.43, 5.79], "charge": -1}



Record 4
{"formula": "C60H48N6O2P3SSiSr", "method": "ωB97M-V/def2-TZVPD", "elements": ["Sr", "C", "C", "C", "C", "C", "C", "P", "C", "C", "C", "C", "C", "C", "C", "C", "C", "C", "C", "C", "Si", "C", "C", "C", "C", "C", "C", "P", "C", "C", "C", "C", "C", "C", "C", "C", "C", "C", "C", "C", "C", "C", "C", "C", "C", "C", "P", "C", "C", "C", "C", "C", "C", "C", "C", "C", "C", "C", "C", "H", "H", "H", "H", "H", "H", "H", "H", "H", "H", "H", "H", "H", "H", "H", "H", "H", "H", "H", "H", "H", "H", "H", "H", "H", "H", "H", "H", "H", "H", "H", "H", "H", "H", "H", "H", "H", "H", "H", "H", "H", "H", "O", "H", "H", "N", "C", "N", "S", "H", "H", "H", "H", "O", "C", "N", "N", "C", "C", "C", "N", "C", "N"], "coordinates": [[0.324, 0.413, 0.046], [4.415, 4.956, 2.413], [3.123, 4.768, 2.881], [2.542, 3.513, 2.826], [3.244, 2.418, 2.321], [4.534, 2.620, 1.837], [5.114, 3.882, 1.887], [2.329, 0.830, 2.167], [3.708, -0.378, 2.121], [4.133, -1.120, 3.220], [5.224, -1.973, 3.107], [5.909, -2.081, 1.904], [5.475, -1.367, 0.796], [4.366, -0.540, 0.898], [1.618, 0.639, 3.845], [2.226, 1.203, 4.971], [1.639, 1.084, 6.219], [0.431, 0.408, 6.349], [-0.163, -0.166, 5.237], [0.418, -0.081, 3.965], [-0.217, -1.099, 2.447], [0.615, -2.765, 2.946], [0.687, -3.262, 4.252], [1.243, -4.501, 4.529], [1.739, -5.281, 3.492], [1.700, -4.808, 2.191], [1.158, -3.549, 1.914], [1.064, -2.821, 0.221], [-0.532, -3.579, -0.306], [-1.612, -2.747, -0.591], [-2.852, -3.277, -0.923], [-3.025, -4.650, -0.985], [-1.952, -5.491, -0.712], [-0.718, -4.959, -0.369], [2.305, -3.838, -0.678], [3.594, -3.884, -0.141], [4.627, -4.508, -0.821], [4.389, -5.092, -2.059], [3.119, -5.029, -2.614], [2.086, -4.396, -1.934], [-2.052, -1.355, 2.953], [-2.578, -2.530, 3.501], [-3.911, -2.625, 3.873], [-4.761, -1.538, 3.707], [-4.278, -0.370, 3.138], [-2.940, -0.276, 2.746], [-2.277, 1.195, 1.876], [-1.944, 2.434, 3.181], [-2.401, 2.335, 4.490], [-2.128, 3.344, 5.402], [-1.412, 4.467, 5.011], [-0.964, 4.580, 3.702], [-1.216, 3.561, 2.794], [-3.806, 1.917, 1.141], [-4.229, 3.230, 1.325], [-5.341, 3.712, 0.646], [-6.036, 2.897, -0.233], [-5.614, 1.590, -0.439], [-4.504, 1.108, 0.236], [4.874, 5.936, 2.448], [2.557, 5.605, 3.271], [1.529, 3.372, 3.178], [5.098, 1.795, 1.426], [6.117, 4.023, 1.503], [3.605, -1.038, 4.162], [5.543, -2.552, 3.966], [6.771, -2.733, 1.826], [5.985, -1.469, -0.154], [4.007, -0.009, 0.022], [3.161, 1.741, 4.873], [2.118, 1.520, 7.088], [-0.040, 0.326, 7.323], [-1.102, -0.698, 5.355], [0.300, -2.665, 5.070], [1.287, -4.863, 5.550], [2.161, -6.259, 3.696], [2.107, -5.420, 1.396], [-1.492, -1.670, -0.554], [-3.683, -2.613, -1.131], [-3.989, -5.066, -1.248], [-2.080, -6.566, -0.763], [0.108, -5.624, -0.150], [3.783, -3.429, 0.824], [5.620, -4.534, -0.388], [5.191, -5.591, -2.591], [2.933, -5.473, -3.585], [1.105, -4.331, -2.390], [-1.926, -3.385, 3.645], [-4.290, -3.545, 4.305], [-5.800, -1.604, 4.007], [-4.950, 0.466, 2.987], [-2.971, 1.466, 4.798], [-2.471, 3.250, 6.426], [-1.199, 5.252, 5.727], [-0.403, 5.452, 3.387], [-0.841, 3.633, 1.777], [-3.693, 3.879, 2.005], [-5.663, 4.734, 0.804], [-6.903, 3.275, -0.760], [-6.145, 0.950, -1.133], [-4.172, 0.088, 0.073], [-1.636, 0.989, -1.318], [-1.451, 1.584, -2.115], [-2.196, 1.558, -0.773], [0.970, -1.140, -5.184], [0.416, -0.828, -3.997], [-0.867, -0.444, -4.004], [1.314, -0.991, -2.581], [0.577, -0.758, -6.030], [1.962, -1.298, -5.175], [-1.298, -0.172, -4.876], [-1.252, -0.065, -3.153], [1.421, 4.908, 0.023], [1.091, 3.767, -0.126], [0.753, 2.627, -0.262], [-1.458, 2.380, -3.612], [-1.368, 2.556, -4.751], [-1.315, 2.661, -6.150], [-0.813, 3.809, -6.805], [-0.418, 4.746, -7.352], [-1.800, 1.554, -6.870], [-2.203, 0.607, -7.401]], "homo_energy_ha": -0.167, "orbital_gap_ev": 6.73, "charge": -1}



Record 5
{"formula": "C6H10O", "method": "ωB97M-V/def2-TZVPD", "elements": ["C", "C", "C", "C", "C", "C", "O", "H", "H", "H", "H", "H", "H", "H", "H", "H", "H"], "coordinates": [[1.104, 1.289, -0.171], [-0.134, 1.505, 0.254], [1.129, -0.192, -0.415], [-0.704, 0.116, 0.348], [2.066, -1.088, 0.340], [-1.865, -0.324, -0.509], [-3.081, -0.399, 0.213], [1.930, 1.967, -0.324], [-0.631, 2.429, 0.514], [0.944, -0.481, -1.441], [-0.712, -0.321, 1.341], [2.469, -0.596, 1.223], [2.892, -1.382, -0.309], [1.572, -2.004, 0.653], [-1.696, -1.342, -0.873], [-1.977, 0.342, -1.376], [-3.306, 0.481, 0.532]], "homo_energy_ha": -0.324, "orbital_gap_ev": 9.75}



Record 6
{"formula": "C7H11INO2", "method": "ωB97M-V/def2-TZVPD", "elements": ["C", "C", "N", "C", "O", "I", "C", "C", "C", "C", "O", "H", "H", "H", "H", "H", "H", "H", "H", "H", "H", "H"], "coordinates": [[-0.256, -1.643, -1.671], [-0.750, -0.308, -1.262], [-2.271, -0.202, -1.430], [-0.478, -0.146, 0.427], [-0.875, -1.335, 1.005], [-1.940, 1.604, 1.232], [0.850, 0.403, 0.717], [1.696, 0.294, 1.802], [2.469, 1.400, 1.802], [2.236, 2.146, 0.717], [1.244, 1.483, -0.012], [-0.959, -2.394, -1.145], [-0.518, -1.764, -2.797], [0.753, -1.973, -1.249], [-0.162, 0.545, -1.696], [-2.687, 0.666, -1.381], [-2.647, -0.766, -0.491], [-2.542, -0.776, -2.286], [-0.400, -1.608, 1.792], [1.555, -0.397, 2.683], [3.164, 1.671, 2.654], [2.519, 3.099, 0.589]], "homo_energy_ha": -0.442, "orbital_gap_ev": 7.87, "charge": 1}